No. 1
Density functional theory data (ωB97M-V/def2-TZVPD) for 15 unconnected molecules or ions with the total composition C52H88N12O8 in a non-equilibrium geometry.

As for the gap between HOMO and LUMO: 8.03 eV. Its total energy is -89614.2801 eV. For the energy relative to the best compared isomer or geometry (same formula, charge and spin), the calculation gives 0.0 kJ/mol.

The geometry in ORCA input format:
```
! wB97M-V def2-TZVPD RIJCOSX def2/J DEFGRID3
* xyz 0 1
O -0.90027 -3.75891 -3.35055
O -1.88695 4.56958 3.21236
O -2.26149 -2.98971 0.42046
O 3.09232 -5.89979 -3.68366
O 4.50630 1.33096 -3.00577
O -5.69583 0.76064 3.60397
O 0.13752 1.36078 -0.94212
O 1.76505 6.21729 -1.01944
N -2.31291 1.70445 -2.50579
N 2.56549 -3.56048 2.05144
N -4.43485 -2.63220 1.00661
N 1.05089 -1.68523 -5.23465
N -1.16375 4.63416 5.39403
N 4.92849 -5.49604 -2.50807
N 2.51527 2.07347 -2.16187
N -0.33379 -0.71478 -0.12248
N -3.49404 5.23959 0.94267
N 3.71380 2.22361 2.86765
N 0.64132 -1.23699 3.30462
N -0.15440 -5.25262 1.07248
C 0.58829 -5.21425 -0.07379
C 0.15520 7.31639 0.29480
C 3.60139 1.27846 -2.17878
C 4.78839 3.88094 1.88415
C -3.41306 -2.64761 0.12776
C -0.40515 0.25743 4.57785
C 1.87217 -0.89055 -4.45872
C 3.59864 -1.65293 2.43575
C -0.13078 4.89478 -0.53498
C 5.81809 -4.76293 -1.62484
C 2.25707 3.11343 -3.11957
C 3.20097 2.31724 1.60077
C 3.81514 3.38360 0.99144
C 1.66571 -6.06099 0.10719
C -1.25808 -4.76946 -3.91133
C -4.23996 0.26125 1.80152
C -3.70797 4.96445 -1.25634
C -1.11946 -4.92430 -5.40031
C -3.62596 1.54522 -2.09392
C -1.82733 -5.92764 -3.11271
C -4.76989 1.15271 2.90979
C 0.14324 -1.46893 -1.27447
C -2.48952 4.48649 5.95756
C 0.81277 -0.13842 4.07258
C 3.11014 -3.83673 -2.51191
C -4.30691 -3.09729 2.38558
C -3.74578 -2.17631 -1.26334
C -4.08227 2.46497 3.17978
C 3.12801 -1.14563 -4.96035
C -3.48116 4.32594 -0.07297
C 0.66497 6.16151 -0.53940
C -0.95141 4.60248 4.04384
C -3.89963 6.33169 -0.93603
C 2.98245 -2.39414 1.45472
C 3.74354 0.31879 -1.01119
C -4.43212 1.75867 -3.19298
C 3.08445 -3.64409 3.31433
C -0.29167 0.62422 -0.02858
C 3.13241 -2.21047 -5.87808
C -2.28738 1.84603 -3.86675
C -3.69330 6.47220 0.40601
C 3.70090 -5.14977 -2.95806
C 3.73375 -2.45874 3.58846
C -0.93742 1.22434 1.21693
C 1.54256 -6.60083 1.41133
C -3.58044 1.98860 -4.29520
C 0.50068 4.61591 3.61027
C -1.34089 -0.66744 4.05304
C 4.74040 3.11485 3.02144
C 1.78062 -2.45002 -6.09321
C 0.42679 -6.05038 2.01325
C -0.68234 -1.59430 3.29656
H -0.74389 -1.24234 0.62923
H -1.19023 5.11191 -0.67444
H -1.03646 -4.76419 1.14398
H -0.15981 1.63229 1.86063
H 1.59321 -0.08618 -3.80264
H 4.25159 -2.27668 4.51405
H -0.55361 -2.29419 -1.40212
H 3.59932 3.73262 -0.00545
H 1.10949 -1.91821 -1.03694
H 3.96614 -2.71374 -6.32791
H 0.05891 -1.77895 -5.11660
H 4.05306 -0.68015 2.31107
H -3.23216 5.05307 5.40205
H -3.35780 -1.17592 -1.48101
H -1.64666 1.97325 0.88216
H -3.81167 1.29125 -1.06506
H -4.71886 -4.11459 2.45309
H -4.82385 -2.00818 -1.39647
H -3.27372 -3.16960 2.69966
H 5.46377 4.70378 1.72282
H -2.48375 4.96611 6.94017
H 5.33788 3.12052 3.91632
H 5.16965 -6.41260 -2.85905
H 1.90170 1.96149 -1.36755
H 2.33700 1.72967 1.33534
H -0.65520 1.02725 5.28317
H -3.75772 0.78607 0.97968
H 1.24751 2.98254 -3.52405
H 6.72685 -4.41039 -2.11356
H 2.25102 -3.68722 -3.15887
H 2.89825 -4.53705 3.88675
H -1.12378 -3.93295 -5.84150
H 5.26090 -3.94385 -1.18280
H 3.32386 1.69678 3.61993
H 1.13077 4.76669 4.49419
H -4.94472 -2.48835 3.02347
H 0.21028 4.21521 -1.31164
H 2.75116 -3.98461 -1.48893
H -3.96588 2.97833 2.22387
H -2.81840 3.45404 6.06902
H 2.20633 4.10158 -2.65067
H -3.10474 5.09482 1.87697
H 0.68665 8.22767 0.03177
H -3.67412 -0.58730 2.17387
H 2.43714 -6.30234 -0.60430
H -1.47580 1.68569 -1.92833
H 0.71805 5.42982 2.92922
H 0.21407 -0.90686 -2.19297
H 0.34308 7.11602 1.34968
H -0.91160 7.45058 0.10263
H -0.02814 -6.21087 2.97328
H -2.83515 -5.63580 -2.80971
H -3.90141 2.19293 -5.30430
H -1.06554 -2.42418 2.72607
H 1.26475 -3.22708 -6.63675
H -0.25284 -5.53238 -5.66096
H -4.70443 3.04601 3.85248
H 2.80219 0.14832 -0.48492
H 6.13539 -5.45253 -0.83775
H -3.41916 3.26959 0.11549
H 0.79896 3.66305 3.18673
H 2.22305 -7.29692 1.87418
H 4.47266 0.72189 -0.30746
H -5.50821 1.70327 -3.19754
H -1.37755 2.06089 -4.40577
H 1.80645 0.25420 4.19890
H -3.06799 2.34353 3.55663
H 3.02285 3.10359 -3.88379
H 4.02568 -0.71839 -4.52693
H 3.83823 -3.03266 -2.54430
H -2.40567 -0.58721 4.22258
H 0.17736 -4.65547 -0.90135
H -5.14092 -0.18026 1.35390
H -0.05529 4.38397 0.42783
H -0.36487 4.51092 5.98446
H -1.89752 -6.80500 -3.75526
H -1.37301 0.40797 1.78733
H -3.82237 4.55601 -2.24623
H 2.14933 -4.36412 1.60182
H -1.22557 -6.14164 -2.23608
H -5.31999 -2.26243 0.72172
H 2.66972 -2.21828 0.44041
H -4.10936 7.11970 -1.63915
H 1.39815 -1.70236 2.81136
H -3.66556 7.38865 0.97036
H -1.97152 -5.50182 -5.77610
H -3.41953 -2.85298 -2.04366
H 4.19661 -0.60095 -1.38025
*
```

Atomic partial charges in e from the Löwdin method, atoms 1 to 2: number 1, O, carries 0.04; number 2, O, carries -0.02

---

No. 2
Density functional theory data (ωB97M-V/def2-TZVPD) for a molecular structure, C16H18Br3ClFNO3 in a non-equilibrium geometry.

As for the gap between HOMO and LUMO: 8.36 eV. Its total energy is -249876.8901 eV.

The geometry in ORCA input format:
```
! wB97M-V def2-TZVPD RIJCOSX def2/J DEFGRID3
* xyz 0 1
Br 4.99028 -5.36963 -0.52824
Br 5.94320 -2.30855 -0.74186
Br 3.52997 -3.37068 -2.57593
Cl -0.57083 6.24551 1.18158
F -0.97447 -0.35237 2.56250
O 2.47371 -1.17711 0.52316
O -0.90814 3.59159 2.56982
O 0.14828 5.18630 -1.51843
N -1.27882 4.80855 0.47975
C -1.14268 3.59431 1.34401
C -2.05123 -1.50768 -0.77974
C -1.71279 0.05030 -0.82381
C 4.45084 -3.53920 -0.87687
C -3.43834 -0.40690 2.05434
C -1.31362 2.40502 0.30452
C -0.69630 -2.25689 -0.26054
C 0.61195 -1.85687 -1.09928
C 1.50942 -0.70587 -0.44979
C -2.05742 0.39721 1.93603
C -0.59748 4.49972 -0.79424
C -1.70417 0.92241 0.47576
C -0.95619 2.98099 -1.09476
C -1.35077 0.63683 -2.24043
C 2.84891 -0.14738 1.47054
C -0.95293 2.15028 -2.39172
H -0.87753 -3.38300 -0.42836
H -4.05336 -0.44448 1.09669
H 1.27555 -2.80665 -1.16251
H -3.15228 -1.49849 2.31330
H -2.97106 -1.78415 -0.16860
H -2.17616 1.33933 2.59458
H -1.33451 -0.03006 -3.17862
H -2.28087 -1.83765 -1.86481
H 2.45307 -0.44715 2.50354
H 3.73842 -3.26240 -0.10000
H 2.07317 -0.15149 -1.29791
H -0.65023 2.62401 -3.37787
H 0.87394 0.10181 0.06994
H -4.09629 -0.05104 2.93285
H 4.00476 -0.12872 1.52125
H 2.53059 0.90874 1.18038
H -0.51584 -2.01533 0.83882
H 0.35823 -1.60318 -2.19905
*
```

Atomic partial charges in e from the Löwdin method, atoms 1 to 2: number 1, Br, carries 0.56; number 2, Br, carries 0.57

---

No. 3
Density functional theory data (ωB97M-V/def2-TZVPD) for a molecular structure, C26H49MnNO4Si2 in a non-equilibrium geometry.

As for the expectation value of S²: 8.889. As for the gap between HOMO and LUMO (spin up / spin down): 4.58 / 7.95 eV. Its total energy is -84510.1195 eV. For the energy relative to the best compared isomer or geometry (same formula, charge and spin), the calculation gives 98.8 kJ/mol.

The geometry in ORCA input format:
```
! wB97M-V def2-TZVPD RIJCOSX def2/J DEFGRID3
* xyz 0 6
Mn 0.72806 1.27591 0.82506
Si 0.51860 1.39569 -2.29994
Si 3.71111 1.84073 1.72057
O -1.05242 -2.51296 -1.90994
O -2.60222 3.32036 1.42222
O -0.57814 2.66412 0.73322
O -2.27673 -0.40208 -2.71152
N -0.28018 0.88494 2.51007
C -3.55831 0.35019 -2.42367
C -1.59429 2.63031 1.57118
C 1.52407 0.25295 -3.34800
C -2.20697 1.58450 3.82565
C 2.67722 0.79025 0.56591
C 1.28628 -0.85570 3.35120
C 0.55913 -4.23410 -1.09541
C -0.58560 -0.04861 4.69523
C -2.89339 -2.19848 -4.23750
C 2.65508 2.73722 2.99426
C -0.03777 0.40430 -0.74487
C 0.16178 -0.02720 3.48317
C -0.82092 2.18944 -3.37309
C 1.04582 -1.59302 5.62394
C -3.66054 0.78375 -1.03480
C 1.74025 -1.60305 4.40231
C -1.81180 0.72393 4.81778
C 4.91735 0.78384 2.68583
C 4.69810 3.07194 0.71283
C -1.85919 -2.70863 -0.72444
C 1.50246 2.91007 -1.78157
C -2.02894 -1.03962 -4.05125
C -3.18763 -3.32407 -1.07713
C -0.12512 -0.84241 5.75259
C -1.40502 1.63669 2.68588
C -0.01292 -3.42919 -2.23336
H 3.24734 3.49371 3.52199
H -3.07356 -4.25206 -1.63803
H 2.42585 -0.02819 -2.78491
H -1.21771 1.60449 -4.23752
H -0.71610 -0.89474 6.69324
H 1.39376 -2.18058 6.45214
H -3.73640 -3.53264 -0.13095
H -3.07180 2.25402 3.85076
H -3.92804 -1.97791 -4.14547
H 4.09005 3.93366 0.42131
H -3.80137 -2.63367 -1.71048
H 1.07536 -0.67870 -3.69467
H -4.32426 -0.37924 -2.63635
H 5.68874 1.36994 3.20218
H 1.47075 -4.74777 -1.35242
H -1.98395 -1.71798 -0.25872
H 5.14254 2.65607 -0.20006
H 2.63103 -2.23944 4.31199
H 0.31198 -0.60785 -0.58149
H 4.39155 0.19868 3.44797
H 1.86065 0.80436 -4.24108
H -2.30349 -0.24351 -4.71934
H -1.48880 -0.70191 -2.05306
H 3.10911 0.84895 -0.43196
H -1.67222 2.56759 -2.78506
H -0.95525 -1.17100 -4.02548
H 0.88869 3.53193 -1.12691
H 1.77534 -0.89363 2.39792
H -0.35009 -4.04255 -3.08011
H -0.11320 -4.98162 -0.71551
H 2.31110 2.01857 3.74303
H -4.66606 1.10683 -0.94276
H 2.63351 -0.30922 0.81508
H 5.51676 3.43701 1.33657
H 1.65362 3.37883 -2.78140
H -0.36198 3.10633 -3.83493
H 0.84626 -3.55914 -0.29845
H 5.43708 0.07850 2.02681
H -1.37882 -3.34030 0.03690
H -1.04369 0.64601 -0.29792
H 0.81722 -2.84072 -2.63100
H -2.39189 0.57403 5.73732
H 2.42790 2.61788 -1.32445
H -2.98236 1.57052 -0.77103
H -2.61363 -2.99171 -3.58902
H -2.75112 -2.50475 -5.25302
H -3.54593 -0.05697 -0.38856
H -3.59156 1.06294 -3.24080
H 1.76985 3.23489 2.57529
*
```

Atomic partial charges in e from the Löwdin method, atoms 1 to 2: number 1, Mn, carries 0.73; number 2, Si, carries 0.44